[1]
C17H17CdN3O2 | wB97M-V/def2-TZVPD

relative energy (zero: lowest compared OMol25 entry of this formula, charge and spin) = 88.6 kJ/mol
E_tot = -31033.2823 eV
HOMO = -7.472 eV
Kohn-Sham gap = 7.16 eV
charge = 0

Element x y z (Å)
Cd  -0.1244  -0.3106  -0.0168
C  -0.8865  2.2005  -3.4731
C  -0.7792  1.7303  -2.0411
O  -0.0420  0.6388  -1.9032
C  -1.3827  2.4319  -1.0502
C  -1.2083  2.0869  0.3688
C  -0.2209  2.8957  1.1683
N  -1.7951  1.1163  0.9978
N  -2.9368  0.5680  0.4149
C  -2.9425  -0.7019  0.1783
O  -1.9235  -1.5192  0.1756
C  -4.2762  -1.3076  -0.1427
C  -4.3448  -2.6325  -0.5563
C  -5.5721  -3.2136  -0.8470
C  -6.7372  -2.4717  -0.7294
C  -6.6722  -1.1453  -0.3191
C  -5.4492  -0.5652  -0.0266
H  -0.2643  1.5752  -4.1092
H  -0.5640  3.2375  -3.5723
H  -1.9169  2.1379  -3.8243
H  -1.8596  3.3725  -1.2985
H  -0.5667  3.9328  1.1977
H  0.7577  2.9205  0.6826
H  -0.1394  2.5262  2.1903
H  -3.4261  -3.1949  -0.6473
H  -5.6168  -4.2462  -1.1699
H  -7.6947  -2.9232  -0.9573
H  -7.5801  -0.5624  -0.2279
H  -5.3842  0.4653  0.2932
C  1.6344  -1.5789  4.4343
C  2.4560  -0.8173  3.6167
C  2.0378  -0.5485  2.3284
N  0.8721  -0.9944  1.8483
C  0.0725  -1.7222  2.6385
C  0.4277  -2.0395  3.9370
H  1.9335  -1.8064  5.4491
H  3.4044  -0.4326  3.9627
H  2.6465  0.0380  1.6525
H  -0.8693  -2.0292  2.1977
H  -0.2442  -2.6315  4.5416

Results of the natural (NBO) charge analysis, in e, for atoms 1 through 2:
1. Cd 1.669
2. C -0.672

=====

[2]
C44H107BF9N2O12S | wB97M-V/def2-TZVPD

E_tot = -110882.7525 eV
HOMO = -4.350 eV
Kohn-Sham gap = 6.02 eV
charge = -1

Element x y z (Å)
C  0.6916  -5.9924  -1.8413
C  1.6476  -5.0426  -1.1468
O  1.5907  -4.8900  0.0918
O  2.5219  -4.4544  -1.9782
C  2.7772  -3.0490  -1.6725
C  1.5893  -2.1670  -2.0290
B  1.9135  -0.9833  -3.1275
N  2.1995  -1.7450  -4.4915
C  3.2863  -0.1148  -2.8549
C  3.2921  1.0535  -1.8645
C  3.2403  0.6661  -0.3878
C  2.8349  1.9227  0.4132
N  1.3832  2.1552  0.3348
C  0.5710  -0.0157  -3.3967
C  -0.7225  -0.8440  -3.4099
C  -1.8836  -0.1163  -4.1087
C  -2.9697  -1.1414  -4.4700
C  -4.4202  -0.6873  -4.3774
F  -4.9895  -0.9358  -5.6089
F  -4.5603  0.6391  -4.1805
C  -5.2996  -1.5350  -3.4180
F  -6.5841  -1.4126  -3.8332
F  -4.9839  -2.8304  -3.5596
S  -5.3152  -1.0615  -1.5874
F  -6.7270  -1.7925  -1.4198
F  -4.6276  -2.4264  -1.1810
F  -3.9234  -0.3681  -1.6791
F  -6.0763  0.2729  -1.9075
F  -5.3744  -0.6928  -0.0585
H  -0.2605  -5.5185  -2.0313
H  0.6042  -6.9327  -1.3209
H  1.1197  -6.2209  -2.8129
H  3.0087  -2.9496  -0.6195
H  3.6766  -2.8062  -2.2171
H  1.1261  -1.8196  -1.1041
H  0.8576  -2.8320  -2.4884
H  1.3556  -2.2596  -4.7290
H  2.2948  -1.0574  -5.2305
H  3.5400  0.3332  -3.8196
H  4.1398  -0.7392  -2.5858
H  2.5586  1.8232  -2.0827
H  4.2624  1.5407  -1.9792
H  2.5081  -0.1100  -0.1910
H  4.2200  0.3638  -0.0352
H  3.3027  2.7608  -0.0796
H  3.1620  1.8415  1.4358
H  0.9156  1.8393  1.1727
H  0.9599  1.6285  -0.4181
H  0.4470  0.7904  -2.6676
H  0.6629  0.4085  -4.3949
H  -1.0518  -0.9427  -2.3791
H  -0.5657  -1.8269  -3.8382
H  -2.2117  0.6465  -3.4139
H  -1.5306  0.4052  -4.9881
H  -2.8115  -2.0097  -3.8455
H  -2.8040  -1.4602  -5.4866
C  -0.2910  5.2746  0.8018
C  0.6093  5.3136  2.0249
C  -0.0311  6.0695  3.1788
O  1.8549  5.9301  1.6881
H  -0.4937  6.2902  0.4442
H  0.2048  4.7351  -0.0039
H  -1.2436  4.7861  1.0142
H  0.8410  4.2953  2.3346
H  -0.2276  7.1088  2.9015
H  0.6368  6.0904  4.0407
H  -0.9717  5.6089  3.4797
H  1.6649  6.8313  1.4088
C  -0.4219  6.8406  8.2516
C  0.3377  7.5001  7.1123
C  1.2433  8.6164  7.6112
O  -0.5861  8.0173  6.1518
H  -1.0663  7.5653  8.7583
H  -1.0636  6.0511  7.8751
H  0.2588  6.4104  8.9874
H  0.9361  6.7518  6.5914
H  0.6535  9.3993  8.0963
H  1.7749  9.0797  6.7794
H  1.9759  8.2413  8.3271
H  -1.1252  8.6824  6.5910
C  -1.6240  2.3365  8.2750
C  -2.0705  3.0829  9.5235
C  -3.3271  2.4644  10.1185
O  -2.3018  4.4563  9.2117
H  -2.3977  2.3819  7.5043
H  -0.7260  2.7923  7.8579
H  -1.4137  1.2886  8.4927
H  -1.2704  3.0679  10.2644
H  -4.1526  2.5128  9.4036
H  -3.6373  3.0117  11.0091
H  -3.1656  1.4202  10.3895
H  -3.0054  4.4966  8.5556
C  6.2382  5.3109  0.2752
C  5.0491  4.9562  1.1561
C  5.0278  5.7968  2.4226
O  5.0913  3.5707  1.4929
H  7.1800  5.1207  0.7970
H  6.2399  4.6956  -0.6257
H  6.2160  6.3612  -0.0192
H  4.1222  5.1091  0.6038
H  5.9324  5.6201  3.0143
H  4.1729  5.5276  3.0410
H  4.9679  6.8616  2.1910
H  5.9020  3.4110  1.9871
C  10.0618  6.5370  -2.6626
C  9.0025  7.3911  -1.9828
C  9.1661  8.8620  -2.3362
O  9.0717  7.2190  -0.5683
H  11.0621  6.8353  -2.3357
H  9.9334  5.4879  -2.3972
H  10.0104  6.6302  -3.7482
H  8.0116  7.0509  -2.2834
H  10.1390  9.2311  -1.9995
H  8.4028  9.4609  -1.8394
H  9.0890  9.0224  -3.4125
H  9.9400  7.5129  -0.2755
C  -1.9667  -8.8638  2.3519
C  -1.2429  -7.9673  1.3561
C  -0.8669  -6.6333  1.9762
O  -2.0699  -7.7574  0.2068
H  -2.8967  -8.3946  2.6845
H  -2.2330  -9.8169  1.8910
H  -1.3469  -9.0622  3.2274
H  -0.3413  -8.4679  1.0001
H  -1.7608  -6.0903  2.3003
H  -0.3518  -6.0077  1.2473
H  -0.2128  -6.7701  2.8383
H  -2.8718  -7.3124  0.4995
C  -3.8845  0.8598  -10.0811
C  -3.2687  1.0828  -8.7073
C  -4.3295  1.4303  -7.6751
O  -2.2931  2.1224  -8.7777
H  -4.3837  1.7688  -10.4288
H  -3.1123  0.6149  -10.8109
H  -4.6151  0.0497  -10.0612
H  -2.7368  0.1834  -8.3961
H  -4.8420  2.3576  -7.9494
H  -3.8749  1.5903  -6.6981
H  -5.0710  0.6375  -7.5865
H  -2.7435  2.9277  -9.0504
C  -6.2445  1.8402  2.4941
C  -7.1729  2.3621  3.5803
C  -7.9987  3.5399  3.0848
O  -6.4193  2.7500  4.7302
H  -5.5393  2.6126  2.1815
H  -5.6579  0.9994  2.8643
H  -6.8069  1.5126  1.6188
H  -7.8372  1.5610  3.9062
H  -7.3472  4.3693  2.7973
H  -8.6573  3.9039  3.8742
H  -8.6071  3.2627  2.2229
H  -5.8258  3.4605  4.4681
C  2.6773  -10.6614  0.5879
C  2.5816  -9.6001  -0.4995
C  3.7825  -9.6542  -1.4323
O  2.4811  -8.3070  0.0883
H  3.5673  -10.5001  1.2022
H  1.8127  -10.6082  1.2506
H  2.7282  -11.6646  0.1613
H  1.6657  -9.7475  -1.0741
H  4.7056  -9.4623  -0.8788
H  3.7016  -8.8869  -2.2018
H  3.8655  -10.6285  -1.9174
H  3.2810  -8.1507  0.6005
C  -2.4860  -11.0950  -3.2081
C  -3.8139  -10.5344  -2.7201
C  -3.9455  -9.0596  -3.0558
O  -3.9321  -10.7160  -1.3090
H  -1.6531  -10.5757  -2.7272
H  -2.4007  -12.1520  -2.9530
H  -2.3828  -10.9876  -4.2890
H  -4.6338  -11.0930  -3.1737
H  -3.1509  -8.4938  -2.5625
H  -4.8960  -8.6676  -2.6931
H  -3.8841  -8.8802  -4.1305
H  -3.2171  -10.2209  -0.8904

Results of the Löwdin charge analysis, in e, for atoms 1 through 2:
1. C 0.017
2. C -0.506

=====

[3]
C8H16O10RbS | wB97M-V/def2-TZVPD

relative energy (zero: lowest compared OMol25 entry of this formula, charge and spin) = 0.0 kJ/mol
E_tot = -40523.1500 eV
HOMO = -3.068 eV
Kohn-Sham gap = 4.67 eV
charge = -1

Element x y z (Å)
Rb  8.9225  13.5335  -6.8512
S  6.7463  11.1090  -7.4889
O  6.0848  12.4441  -7.2834
O  5.7665  10.0211  -7.4918
O  7.5098  11.1503  -8.7733
O  7.7483  10.9717  -6.3679
C  8.0381  16.2183  -1.9164
C  8.8085  16.2575  -3.2201
O  10.1824  15.9205  -2.9429
C  10.8991  15.4501  -3.9503
O  10.4923  15.2077  -5.0582
O  12.1510  15.2810  -3.5406
C  13.0618  14.6764  -4.4359
H  7.9874  17.2187  -1.4864
H  8.4927  15.5437  -1.1978
H  7.0149  15.9011  -2.1126
H  8.8154  17.2597  -3.6512
H  8.3960  15.5814  -3.9663
H  12.5643  14.0916  -5.2142
H  13.6289  13.9384  -3.8693
H  13.6858  15.4411  -4.8868
C  9.8994  15.3329  -9.5702
C  10.1720  15.8516  -10.9741
O  9.4166  17.0508  -11.1947
C  8.9119  17.2164  -12.4148
O  9.2100  16.6016  -13.3946
O  7.9971  18.1932  -12.3617
C  7.4784  18.5905  -13.6259
H  8.8734  15.0005  -9.4440
H  10.1244  16.0924  -8.8141
H  10.6370  14.5406  -9.4130
H  9.9040  15.0665  -11.6779
H  11.2252  16.1041  -11.0886
H  8.2222  19.1847  -14.1576
H  6.6452  19.2541  -13.4000
H  7.1395  17.7341  -14.1972

Results of the Löwdin charge analysis, in e, for atoms 1 through 2:
1. Rb 0.967
2. S 0.128

=====

[4]
C4H3O4 | wB97M-V/def2-TZVPD

relative energy (zero: lowest compared OMol25 entry of this formula, charge and spin) = 30.1 kJ/mol
E_tot = -12387.4637 eV
HOMO = -2.549 eV
Kohn-Sham gap = 6.66 eV
SMILES = Cc1oc(=O)oc1[O-]
charge = -1

Element x y z (Å)
C  -0.1257  0.3072  -0.2259
C  0.4369  -0.8056  -0.8278
C  -1.0466  -1.5000  0.7428
C  0.4978  1.6245  -0.0440
O  1.3040  -1.0495  -1.6889
O  -1.6615  -2.1766  1.5433
O  -1.0438  -0.1281  0.7390
O  -0.2611  -1.8780  -0.2440
H  -0.2531  2.3441  -0.3487
H  1.2920  1.6168  -0.6050
H  0.8610  1.6451  0.9591

Results of the natural (NBO) charge analysis, in e, for atoms 1 through 2:
1. C -0.070
2. C 0.587